# 1
The following is a quantum chemistry calculation of the molecule C6H9NO at a distorted geometry, from OMol25.

Calculated values
calculated total energy	-9902.9563	eV
SMILES string	O[C@@H]1C=C[C@@]2(CN2)C1
ΔE to the lowest compared entry with this formula, charge and spin	61.06	kcal/mol
2S+1	1

The geometry in XYZ format:
```
17
Properties=species:S:1:pos:R:3:lowdin_charge:R:1
O 0.43305 -2.52472 -0.44009 -0.067
C 0.74839 -1.46630 0.52825 -0.362
C -0.41114 -1.04817 1.40701 0.008
C -1.00573 0.04602 0.84801 -0.028
C -0.21816 0.64196 -0.16150 -0.473
C -0.35380 2.09207 -0.53202 -0.121
N -0.92987 1.07771 -1.41684 0.050
C 1.05948 -0.18558 -0.20830 -0.086
H -0.51357 -2.37530 -0.76067 0.125
H 1.61339 -1.75610 1.13376 0.140
H -0.78160 -1.52335 2.30815 0.104
H -1.84703 0.60746 1.19303 0.113
H -1.15202 2.60284 0.01998 0.091
H 0.45292 2.90070 -0.91017 0.152
H -0.38000 0.85611 -2.20380 0.064
H 1.77454 0.38508 0.45651 0.138
H 1.51114 -0.33041 -1.26132 0.153
```

# 2
The following is a quantum chemistry calculation of the molecule C6H9NO at a distorted geometry, from OMol25.

Calculated values
calculated total energy	-9900.8758	eV
SMILES string	C[C@@H]1CC=CC=[N+]1[O-]
ΔE to the lowest compared entry with this formula, charge and spin	109.04	kcal/mol
2S+1	1

The geometry in XYZ format:
```
17
Properties=species:S:1:pos:R:3:lowdin_charge:R:1
C -0.82537 -1.28229 0.75433 -0.036
C -0.94762 0.21156 0.58526 -0.311
C -0.60631 0.72500 -0.78829 -0.146
C 0.85693 0.47212 -1.19039 -0.093
C 1.80679 0.67531 -0.26830 -0.148
C 1.53668 0.79642 1.11546 0.061
N 0.02673 0.83217 1.52063 -0.204
O -0.42069 1.35202 2.53451 -0.005
H -1.57450 -1.67540 0.09847 0.085
H -0.75697 -1.66223 1.69910 0.056
H 0.08905 -1.72685 0.40989 0.080
H -2.01846 0.54668 0.71574 0.167
H -0.84070 1.81452 -0.90462 0.138
H -1.18270 0.38780 -1.60848 0.096
H 1.21556 0.47247 -2.14230 0.061
H 2.94355 0.70128 -0.60797 0.147
H 2.12469 1.05772 1.87930 0.053
```

# 3
The following is a quantum chemistry calculation of a structure of composition C6H9NO at a distorted geometry, from OMol25.

Calculated values
calculated total energy	-9897.7782	eV
ΔE to the lowest compared entry with this formula, charge and spin	180.47	kcal/mol
2S+1	1

The geometry in XYZ format:
```
17
Properties=species:S:1:pos:R:3:lowdin_charge:R:1
C -1.52752 -0.00654 0.00928 -0.211
C -0.45582 -0.26298 1.18685 -0.204
C 1.84243 -0.65731 -0.16782 -0.181
C 1.34281 0.77725 -0.60650 -0.160
C 0.43389 1.62653 -0.21395 -0.141
C -0.57463 1.09304 0.64074 -0.265
H -0.98708 -1.57564 -1.30800 0.099
H -2.53352 0.19065 0.42104 0.110
H -0.72780 -0.49123 2.29549 0.150
H 0.89742 -2.03656 1.37000 0.155
H 1.85727 -1.27169 -1.27190 0.146
H 2.92124 -0.76064 0.63454 0.178
H 2.20809 0.91298 -1.31343 0.096
H 0.46757 2.82373 -0.38669 0.163
H -1.65428 1.96187 0.97426 0.241
N 0.54850 -1.29776 0.53401 -0.100
O -1.58192 -0.76115 -1.28061 -0.075
```

# 4
The following is a quantum chemistry calculation of a structure of composition C6H9NO at a distorted geometry, from OMol25.

Calculated values
calculated total energy	-9901.8260	eV
ΔE to the lowest compared entry with this formula, charge and spin	87.13	kcal/mol
2S+1	1

The geometry in XYZ format:
```
17
Properties=species:S:1:pos:R:3:lowdin_charge:R:1
C -0.88210 -0.19320 0.01893 -0.479
C 0.27093 -0.52167 1.07217 -0.060
C 1.16556 -0.14103 -0.08150 -0.551
C 0.10007 -0.72183 -1.04337 -0.017
C 0.83442 1.34597 -0.08786 -0.013
C -0.49163 1.33193 -0.06978 -0.010
H -2.63145 -0.57528 -0.90566 0.113
H -2.78036 0.30446 0.57223 0.124
H 0.27370 -1.58307 1.28039 0.099
H 0.56151 -0.13199 2.18277 0.164
H 2.90719 -0.18358 0.65222 0.081
H 0.33044 -0.23531 -2.00457 0.128
H 0.00921 -1.76605 -1.20865 0.107
H 1.44249 2.11055 -0.44552 0.092
H -1.32779 2.00254 0.06554 0.100
N -2.24057 -0.53279 0.09268 0.052
O 2.45838 -0.50963 -0.09002 0.070
```

# 5
The following is a quantum chemistry calculation of the molecule C6H9NO at a distorted geometry, from OMol25.

Calculated values
calculated total energy	-9896.9906	eV
SMILES string	O=C[C@@H]1CC[C@H]2N[C@H]12
ΔE to the lowest compared entry with this formula, charge and spin	198.63	kcal/mol
2S+1	1

The geometry in XYZ format:
```
17
Properties=species:S:1:pos:R:3:lowdin_charge:R:1
O 1.54215 -0.40642 2.04715 -0.069
C 0.25852 -0.68852 2.08681 -0.110
C -0.64409 -0.56977 0.68221 -0.155
C -0.11737 -1.25532 -0.59813 -0.202
C 0.24454 -0.13929 -1.56899 -0.134
C 0.61206 1.16708 -0.64868 -0.233
N -0.06180 2.39691 -0.05079 0.095
C -0.54821 1.03702 0.20355 -0.317
H -0.41456 -1.04679 3.09015 0.155
H -1.83455 -0.96385 0.70451 0.180
H 0.74761 -1.81309 -0.48561 0.089
H -0.70189 -1.80948 -1.26207 0.090
H 0.85362 -0.44205 -2.35364 0.066
H -0.91405 0.07507 -2.05814 0.171
H 1.67277 0.92800 -0.19817 0.155
H 0.64303 2.79502 0.76197 0.167
H -1.33780 0.73549 -0.35214 0.053
```

# 6
The following is a quantum chemistry calculation of a cluster of 2 separate species, C6H9NO in total at a distorted geometry, from OMol25.

Calculated values
calculated total energy	-9900.6933	eV
SMILES string	C/C=C\N.C#CC=O
ΔE to the lowest compared entry with this formula, charge and spin	113.25	kcal/mol
2S+1	1

The geometry in XYZ format:
```
17
Properties=species:S:1:pos:R:3:lowdin_charge:R:1
C 0.21869 -0.57951 -1.68721 -0.082
C 0.30902 -0.85153 -0.22249 -0.157
C 1.06246 -0.09689 0.67272 -0.273
N 1.84308 0.99922 0.22308 0.047
H -0.22668 0.39750 -1.87467 0.087
H -0.37011 -1.34372 -2.19048 0.079
H 1.22185 -0.56163 -2.12409 0.078
H -0.05006 -1.81007 0.12484 0.123
H 1.42827 -0.60279 1.56149 0.134
H 2.38599 1.41986 0.96538 0.085
H 2.43992 0.79362 -0.56768 0.079
C -2.81119 -0.09157 -0.08304 0.123
C -1.76124 0.06133 0.49948 -0.110
C -0.71663 0.59896 1.50938 -0.382
O -0.81428 0.28394 2.68858 0.006
H -3.68865 -0.23523 -0.65732 0.024
H -0.47046 1.61850 1.16205 0.138
```